{"formula": "C3H9ClN3", "method": "ωB97M-V/def2-TZVPD", "species": ["C", "C", "C", "N", "N", "N", "Cl", "H", "H", "H", "H", "H", "H", "H", "H", "H"], "positions_angstrom": [[-1.2103, -0.6076, -0.1109], [1.9435, 1.5815, -0.0096], [1.0463, 0.2809, 0.3301], [-2.4009, -0.3289, -0.5102], [-0.9190, -1.7227, 0.5650], [-0.2570, 0.3573, -0.2860], [2.0093, -1.2805, -0.2207], [1.7400, 1.7324, -1.0461], [2.9582, 1.3513, 0.3744], [1.7358, 2.4511, 0.6262], [1.0870, 0.1271, 1.3706], [-3.2336, -0.8528, -0.2277], [-2.6636, 0.5652, -1.0240], [-1.5483, -2.4160, 0.7237], [0.0964, -1.9843, 0.5769], [-0.3838, 0.7459, -1.1319]], "forces_ev_per_angstrom": [[1.8, -0.6, 1.9], [-0.7, -2.1, 1.9], [1.9, 1.3, -1.8], [-3.8, 1.7, -1.8], [3.4, 2.6, -0.9], [0.7, -2.8, 3.8], [-0.5, 1.1, 0.0], [0.9, 0.6, -0.7], [-0.3, -0.2, -1.3], [-0.9, -0.2, -0.3], [-0.9, -0.2, 1.2], [0.8, -0.1, -0.3], [0.9, -1.6, 1.2], [-2.3, -2.2, 0.5], [-1.2, 0.2, 0.1], [0.3, 2.4, -3.5]], "nbo_charge": [0.69, -0.62, 0.03, -0.74, -0.75, -0.58, -0.12, 0.22, 0.26, 0.25, 0.23, 0.44, 0.44, 0.42, 0.44, 0.40], "relative_energy_ev": 0.000, "spin_multiplicity": 1, "e_tot_ev": -20243.5206, "charge": 1, "fmax_ev_per_a": 4.74, "orbital_gap_ev": 11.72, "smiles": "C[C@H](Cl)[NH+]=C(N)N", "lumo_energy_ev": -3.2}